Entry 1:
C67H67Ge2N5PtS5 | wB97M-V/def2-TZVPD

```
147
Properties=species:S:1:pos:R:3:mulliken_spin:R:1
Pt -0.151 2.244 0.954 0.604
C -4.780 3.191 5.580 0.001
C -3.581 3.982 5.063 0.006
N -2.465 3.121 4.760 0.122
C -1.912 2.929 3.542 -0.086
S -0.654 1.706 3.507 0.541
N -2.318 3.632 2.531 0.364
N -1.788 3.508 1.337 0.386
C -2.186 4.337 0.341 0.260
C -3.140 5.453 0.644 0.019
C -1.683 4.128 -0.952 0.153
C -2.125 4.868 -2.084 0.203
C -1.606 4.603 -3.320 -0.046
C -0.629 3.604 -3.457 0.242
C -0.238 2.914 -2.324 -0.022
N -0.734 3.160 -1.132 0.296
H -5.575 3.879 5.850 0.000
H -4.507 2.622 6.466 0.001
H -5.137 2.504 4.816 0.001
H -3.268 4.712 5.820 0.003
H -3.845 4.520 4.154 0.003
H -2.149 2.500 5.489 0.008
H -3.413 5.416 1.693 0.012
H -4.041 5.361 0.038 0.015
H -2.681 6.419 0.430 0.011
H -2.881 5.623 -1.945 0.030
H -1.945 5.146 -4.190 0.001
H -0.184 3.378 -4.411 0.023
H 0.503 2.126 -2.391 -0.071
C 2.959 3.656 -4.618 0.011
C 3.178 2.369 -3.882 -0.004
C 3.894 2.364 -2.694 0.002
C 4.167 1.187 -2.019 -0.013
C 5.007 1.212 -0.778 0.014
C 3.692 -0.024 -2.542 0.013
C 2.972 -0.038 -3.734 -0.003
C 2.489 -1.318 -4.348 0.001
C 2.717 1.164 -4.385 0.007
C 4.086 -1.282 -1.867 -0.010
C 5.297 -1.860 -2.229 0.000
C 5.752 -2.992 -1.580 0.000
C 5.010 -3.542 -0.555 0.001
C 3.786 -2.988 -0.187 -0.011
C 3.320 -1.863 -0.861 0.005
Ge 1.555 -1.005 -0.388 -0.032
S 1.875 0.971 0.569 0.777
S -0.002 -0.833 -2.077 0.065
Ge -1.467 -1.248 -0.343 -0.007
S -2.027 0.695 0.480 0.059
S 0.158 -2.218 0.963 0.071
C -3.142 -2.320 -0.653 0.006
C -3.974 -2.522 0.446 0.003
C -5.180 -3.191 0.279 0.000
C -5.547 -3.665 -0.967 0.000
C -4.712 -3.472 -2.050 0.000
C -3.506 -2.789 -1.906 -0.006
C -2.642 -2.634 -3.098 0.004
C -1.561 -3.492 -3.295 0.001
C -1.170 -4.510 -2.265 -0.004
C -0.826 -3.393 -4.469 0.002
C -1.147 -2.470 -5.448 -0.003
C -0.381 -2.403 -6.735 0.000
C -2.214 -1.610 -5.225 0.002
C -2.966 -1.678 -4.066 -0.002
C -4.117 -0.741 -3.844 0.000
C -3.528 -2.141 1.805 0.003
C -3.936 -0.961 2.426 -0.004
C -4.908 -0.020 1.777 0.002
C -3.453 -0.670 3.697 0.037
C -2.598 -1.532 4.361 -0.027
C -2.070 -1.214 5.725 0.008
C -2.245 -2.726 3.746 0.000
C -2.704 -3.049 2.482 -0.005
C -2.362 -4.368 1.856 0.003
C 3.039 -3.646 0.907 0.000
C 3.024 -3.117 2.197 -0.007
C 3.706 -1.826 2.538 0.009
C 2.369 -3.819 3.202 0.002
C 1.745 -5.029 2.957 0.000
C 1.069 -5.800 4.049 0.000
C 1.779 -5.544 1.667 0.003
C 2.420 -4.874 0.643 0.001
C 2.468 -5.464 -0.736 0.000
H 2.654 4.444 -3.929 -0.004
H 2.201 3.546 -5.389 -0.002
H 3.888 3.965 -5.099 0.000
H 4.256 3.299 -2.290 0.000
H 5.054 2.220 -0.373 -0.002
H 6.021 0.877 -1.003 0.000
H 4.597 0.551 -0.017 0.002
H 2.813 -2.182 -3.771 0.000
H 2.869 -1.413 -5.365 0.000
H 1.401 -1.321 -4.396 0.000
H 2.159 1.151 -5.310 0.000
H 5.879 -1.409 -3.022 0.000
H 6.688 -3.443 -1.870 0.000
H 5.370 -4.407 -0.015 0.000
H -5.814 -3.348 1.140 0.000
H -6.474 -4.203 -1.089 0.000
H -4.974 -3.862 -3.023 0.000
H -1.990 -4.726 -1.584 0.000
H -0.326 -4.141 -1.677 0.001
H -0.857 -5.435 -2.745 0.000
H 0.013 -4.059 -4.616 0.000
H 0.464 -3.085 -6.719 0.000
H -0.016 -1.394 -6.913 0.000
H -1.030 -2.674 -7.567 0.000
H -2.466 -0.878 -5.981 0.000
H -4.168 0.000 -4.638 0.000
H -4.010 -0.224 -2.890 0.000
H -5.060 -1.288 -3.819 0.000
H -4.995 -0.212 0.710 0.000
H -4.590 1.012 1.918 0.001
H -5.896 -0.134 2.228 0.000
H -3.753 0.254 4.170 -0.006
H -2.510 -0.297 6.108 -0.003
H -0.990 -1.091 5.686 -0.004
H -2.293 -2.026 6.416 0.000
H -1.594 -3.417 4.263 0.000
H -1.839 -5.001 2.568 0.000
H -1.715 -4.230 0.989 0.000
H -3.265 -4.879 1.520 0.000
H 4.408 -1.525 1.764 -0.008
H 4.245 -1.923 3.480 0.002
H 2.969 -1.029 2.660 0.001
H 2.355 -3.405 4.201 0.000
H 0.976 -5.200 4.950 0.000
H 1.648 -6.694 4.288 0.000
H 0.078 -6.124 3.735 0.000
H 1.304 -6.493 1.464 0.000
H 1.754 -6.278 -0.828 0.000
H 3.462 -5.859 -0.944 0.000
H 2.248 -4.711 -1.493 0.000
N 5.865 9.844 3.200 -0.001
C 5.182 8.956 2.953 0.000
C 4.333 7.872 2.641 -0.002
C 4.870 6.618 2.336 0.001
C 4.034 5.571 2.022 -0.002
C 2.648 5.755 2.003 -0.003
C 2.115 7.012 2.305 -0.002
C 2.948 8.062 2.621 0.001
C 1.793 4.681 1.668 0.004
C 1.064 3.759 1.375 -0.027
H 5.941 6.481 2.342 0.000
H 4.439 4.599 1.783 -0.001
H 1.045 7.153 2.283 0.000
H 2.540 9.036 2.845 0.000
```

Values from the calculation:
⟨S²⟩: 6.0494
strongest force on any atom: 0.067 hartree/bohr
net charge: 0
HOMO-LUMO gap (alpha / beta): 6.18 / 4.51 eV
spin multiplicity: 5

***

Entry 2:
C5H7FNO5 | wB97M-V/def2-TZVPD

```
19
Properties=species:S:1:pos:R:3:nbo_charge:R:1
C 3.328 -1.261 0.439 0.739
C -2.521 -0.621 -1.068 -0.630
C 3.353 0.211 0.264 0.265
C -0.561 0.060 0.322 -0.146
C -2.002 -0.370 0.396 0.064
N -0.211 1.254 0.015 0.391
O 3.374 -2.269 1.047 -0.568
O 3.605 -0.791 -0.709 -0.457
O 1.050 1.615 0.071 -0.648
O -1.120 2.081 -0.440 -0.641
O -2.873 0.658 0.844 -0.770
F 4.513 0.802 0.576 -0.342
H -2.433 0.360 -1.569 0.237
H -3.617 -0.944 -0.960 0.192
H -1.894 -1.484 -1.533 0.183
H 2.448 0.896 -0.016 0.285
H 0.196 -0.536 0.843 0.182
H -2.140 -1.167 1.024 0.169
H -2.495 1.508 0.453 0.497
```

Values from the calculation:
strongest force on any atom: 0.095 hartree/bohr
net charge: -1
HOMO-LUMO gap: 7.91 eV

***

Entry 3:
O2Si | wB97M-V/def2-TZVPD

```
3
Properties=species:S:1:pos:R:3:nbo_charge:R:1
O 0.969 -0.843 0.242 -0.995
Si 0.063 0.394 0.422 1.990
O -1.033 0.448 -0.664 -0.995
```

Values from the calculation:
strongest force on any atom: 0.089 hartree/bohr
net charge: 0
HOMO-LUMO gap: 7.29 eV
SMILES string: O=[Si]=O

***

Entry 4:
C4H11NS | wB97M-V/def2-TZVPD

```
17
Properties=species:S:1:pos:R:3:mulliken_spin:R:1
C 1.055 -0.727 1.866 -0.003
N 1.051 -0.453 0.465 0.735
C 0.122 0.392 -0.190 -0.014
C -1.295 -0.312 -0.143 0.121
S -2.712 0.761 -0.175 0.072
C 0.560 0.804 -1.583 0.007
H 0.358 -0.089 2.415 0.000
H 2.037 -0.458 2.274 0.042
H 0.788 -1.755 2.116 0.041
H 1.755 -0.973 -0.053 -0.032
H -0.031 1.259 0.469 0.031
H -1.374 -0.916 0.760 -0.004
H -1.373 -1.085 -0.885 0.006
H -2.826 0.860 -1.507 0.000
H -0.343 0.882 -2.188 -0.002
H 1.179 0.046 -2.067 -0.002
H 1.050 1.764 -1.574 0.003
```

Values from the calculation:
⟨S²⟩: 0.7558
strongest force on any atom: 0.027 hartree/bohr
net charge: +1
HOMO-LUMO gap (alpha / beta): 10.48 / 5.74 eV
spin multiplicity: 2

***

Entry 5:
C2H7N3 | wB97M-V/def2-TZVPD

```
12
Properties=species:S:1:pos:R:3:nbo_charge:R:1
C 1.046 -1.646 -0.796 -0.112
C -0.392 0.771 1.384 -0.454
N 1.141 -0.474 -0.459 -0.287
N -0.951 1.024 -0.871 -0.637
N -0.514 0.103 0.130 -0.150
H 1.745 -2.168 -1.369 0.176
H 0.294 -2.365 -0.538 0.164
H -0.315 -0.151 2.128 0.201
H 0.412 1.455 1.493 0.186
H -1.206 1.345 1.746 0.222
H -1.013 0.384 -1.749 0.355
H -0.246 1.721 -1.100 0.336
```

Values from the calculation:
strongest force on any atom: 0.084 hartree/bohr
net charge: 0
HOMO-LUMO gap: 9.70 eV

***

Per-record electronic energy, eV: -248474.459 -19739.862 -11970.143 -16643.208 -6653.604
Per-record energy above the lowest of the compared OMol25 structures with the same formula, charge and spin, eV: 0.677 1.997 2.220 0.048 4.352